(1)
62
Properties=species:S:1:pos:R:3:forces:R:3:lowdin_charge:R:1 method="wB97M-V/def2-TZVPD" e_above_lowest_kcal_mol=76.1 max_force_ev_per_a=2.62 e_lumo_ha=-0.001 total_energy_ev=-38052.745
C 0.105219 0.702347 -0.131340 -1.6 -0.8 1.9 -0.022
N -0.487198 0.646560 1.281317 0.8 1.3 -1.6 -0.232
C -0.032383 1.846308 2.101402 -0.5 -2.2 0.3 -0.129
C 0.223982 1.204342 3.498277 -0.6 0.7 1.1 -0.141
C 0.551044 -0.315081 3.278310 -1.2 1.6 -0.6 -0.125
C -0.124872 -0.578245 1.918795 0.9 -2.3 0.6 -0.237
H -0.236280 1.649383 -0.470024 0.2 1.0 -0.8 0.068
H -0.513999 -0.054432 -0.674183 1.2 0.4 0.0 0.081
H 1.217641 0.599064 -0.113588 -0.9 -0.2 -0.3 0.090
H 0.904408 2.221053 1.705799 0.2 0.2 -0.1 0.098
H -0.828184 2.606608 2.017092 0.5 -0.2 0.4 0.116
H -0.656415 1.152894 4.117914 -1.0 0.4 -0.2 0.089
H 0.847169 1.890998 4.139140 0.2 -1.2 -0.8 0.123
H 0.223842 -1.040065 4.022043 0.0 0.5 0.3 0.114
H 1.586489 -0.402432 3.157297 1.6 -0.5 0.0 0.058
H 0.590867 -1.187693 1.382275 0.8 0.5 -0.9 0.089
H -0.873369 -1.393410 1.908936 -0.9 0.9 0.7 0.115
H -1.046930 -2.043680 -1.155672 0.4 -0.2 0.3 0.038
H -2.465216 -1.831160 -1.544228 -0.8 0.1 0.0 0.028
O -1.716372 -2.405202 -1.737606 0.1 0.1 0.3 -0.029
H 2.106290 -3.021460 -1.024649 0.3 0.1 0.0 0.029
H 3.282711 -2.116884 -0.504734 -0.1 0.1 -0.5 -0.017
O 2.493183 -2.614832 -0.241711 -0.4 -0.2 0.4 -0.068
H 3.597482 1.217843 -1.833226 -1.0 0.2 -0.3 0.001
H 3.452975 2.124303 -0.545770 -0.5 -0.3 0.3 0.025
O 4.042045 1.794589 -1.217966 1.3 0.2 -0.4 -0.035
H 2.694365 -0.306011 -4.165377 0.2 -0.4 1.1 0.076
H 2.891914 -1.482352 -3.098888 -0.3 0.9 -0.4 0.059
O 3.130324 -0.556020 -3.308643 -0.3 -0.3 -1.0 -0.086
H -0.758228 -2.371450 -3.015637 0.0 -0.1 -0.3 -0.017
H -0.077590 -3.208908 -4.131051 -0.1 -0.3 -0.2 0.042
O -0.010177 -2.387814 -3.652623 0.5 0.4 -0.1 -0.071
H -4.578815 1.541433 -0.779839 0.1 0.9 0.6 0.037
H -3.002925 1.835746 -0.672331 -0.4 0.5 0.4 0.003
O -3.708833 1.399166 -1.142005 0.2 -1.5 -1.5 -0.042
H -4.872171 -1.986384 -0.972815 -0.4 0.0 -0.2 0.069
H -4.382753 -0.634145 -0.421510 -0.2 1.1 -0.1 0.012
O -4.122189 -1.525648 -0.602559 0.7 -1.0 0.1 -0.028
H 0.781501 0.333520 -3.232132 0.1 0.3 0.3 0.014
H 0.361312 -0.559332 -4.327744 -0.2 -0.3 -0.2 0.003
O 0.680437 0.340491 -4.184005 0.0 0.0 -0.3 -0.062
H 5.125546 -1.451043 0.808396 -0.1 -0.1 0.0 0.019
H 4.301638 -2.403283 1.676964 -0.3 -0.3 -0.1 0.030
O 4.874525 -1.640471 1.722767 0.4 0.4 0.1 -0.047
H -3.694098 0.061022 1.717463 0.1 0.3 0.1 0.059
H -2.320651 0.741210 1.381518 0.1 -0.1 0.4 0.033
O -3.226833 0.907677 1.762515 0.3 -0.6 0.0 -0.069
H -4.144816 -3.213158 0.928623 0.2 0.1 0.7 0.008
H -3.501679 -3.037108 2.358587 -0.7 -0.4 -0.7 0.041
O -4.284079 -3.385562 1.878025 0.6 0.3 0.1 -0.080
H 4.611857 -1.197924 -2.320921 0.4 -0.5 1.1 0.057
H 4.435969 -0.133615 -1.383510 0.2 0.0 1.2 0.010
O 4.625492 -1.085716 -1.337124 0.3 0.1 -1.3 -0.086
H -3.011074 4.205038 -0.877998 -0.5 -0.1 0.4 -0.012
H -1.844336 5.208248 -1.060926 -0.2 -0.1 0.1 0.034
O -2.202139 4.366247 -1.357526 0.7 0.0 -0.4 -0.056
H 2.773538 0.143971 1.886546 0.2 0.0 -0.1 0.005
H 4.238015 0.506591 1.743452 0.1 -0.3 0.0 0.032
O 3.360553 0.784433 1.470802 -0.5 0.5 0.0 -0.052
H -3.772603 3.948123 1.382928 0.0 -0.1 0.3 0.044
H -3.603200 2.377780 1.174417 -0.6 0.7 0.2 -0.012
O -4.011928 3.213530 0.818263 0.2 -0.1 -0.3 -0.093

(2)
63
Properties=species:S:1:pos:R:3:forces:R:3:lowdin_charge:R:1 method="wB97M-V/def2-TZVPD" e_above_lowest_kcal_mol=0.0 max_force_ev_per_a=3.39 total_charge=+1 e_lumo_ha=-0.085 total_energy_ev=-36949.215
N 1.010096 2.002479 -1.201006 -1.8 0.1 -0.5 0.125
C 1.152838 1.849701 0.286020 0.7 0.8 0.3 -0.131
C -0.157058 1.359618 0.985085 0.6 0.3 0.5 -0.178
N -0.810261 0.231531 0.309853 0.5 2.7 0.5 -0.055
C -0.019351 -0.986022 0.153985 -2.3 -1.3 0.9 -0.336
C -0.368671 -2.021510 1.287065 2.1 -2.1 -1.7 -0.031
C -0.561839 -1.516002 -1.212541 2.3 0.1 -1.8 -0.214
N 0.271206 -2.584298 -1.874542 0.2 0.1 3.2 0.020
H 0.421688 1.183832 -1.463621 0.8 0.3 -0.3 0.114
H 1.886194 2.029354 -1.733090 -0.2 -0.6 0.5 0.118
H -1.369659 4.037195 -2.434514 0.4 -0.4 1.0 0.097
H 1.661481 2.761785 0.721826 -1.2 -0.7 -0.4 0.151
H 1.956071 1.105714 0.440365 -0.9 0.3 -0.2 0.076
H -0.941164 2.129810 1.196619 0.8 -0.3 -0.6 0.129
H 0.212936 1.054341 1.976853 -0.1 0.1 0.0 0.089
H -1.749490 0.263264 0.725614 0.6 -1.4 -0.3 0.105
H 1.077977 -0.752369 0.242243 -1.1 -0.2 -0.7 0.140
H -1.407409 -2.322984 1.310024 -0.3 0.6 0.1 0.044
H 0.126850 -3.037125 0.983779 -0.5 1.7 0.6 0.114
H 0.037176 -1.758553 2.258088 -0.2 0.3 0.1 0.046
H -1.584800 -1.849831 -1.158208 -0.4 -0.2 0.7 0.080
H -0.616479 -0.645602 -1.895641 0.1 -0.2 0.3 0.095
H 0.451438 -2.442300 -2.835567 0.1 0.3 -0.8 0.021
H 1.166687 -2.649871 -1.337094 -0.9 -0.1 -1.2 0.055
H 4.267101 0.845783 -1.478469 0.2 -0.3 0.1 0.067
H 3.487491 0.278815 -0.244584 0.8 -0.1 -0.2 -0.011
O 3.436973 0.880625 -1.002340 -0.2 0.5 -0.4 -0.069
H -3.871591 -2.258912 2.304378 -0.1 0.5 -0.7 0.080
H -3.417620 -1.775578 0.901500 0.1 -0.3 -0.4 0.010
O -3.811709 -1.475755 1.717583 -0.2 -0.4 1.0 -0.056
H 3.566958 -1.073776 1.618107 0.0 -0.1 0.8 0.027
H 4.995554 -0.542227 1.340550 0.2 0.0 0.2 0.084
O 4.225719 -0.935625 0.928357 -0.5 0.0 -0.6 -0.038
H 4.175184 -2.556366 -2.004477 0.2 -0.2 0.4 0.061
H 3.613207 -1.850548 -0.684405 0.3 -0.5 -1.4 0.031
O 3.418533 -2.096681 -1.629793 -0.2 0.4 0.8 -0.073
H 2.561229 -0.753385 4.249089 0.4 -1.0 -1.6 0.074
H 2.175600 -2.097610 3.680263 -0.1 -0.3 -0.2 0.035
O 2.806256 -1.395019 3.508271 -0.1 1.2 1.4 -0.085
H -4.916394 -0.810239 -1.612989 -0.5 0.0 0.1 0.065
H -3.732467 -1.269464 -2.446348 -0.1 0.2 0.5 0.081
O -3.961702 -0.776360 -1.636002 0.5 -0.4 -0.7 -0.045
H -3.949571 2.661951 2.587972 1.5 -0.3 0.0 0.081
H -4.725685 1.569965 2.319544 0.5 -1.4 -0.2 0.075
O -3.759833 1.712862 2.400083 -1.9 1.7 0.0 -0.070
H 1.590224 0.681680 -4.017609 0.8 -0.5 -0.4 -0.036
H 0.685504 1.692243 -4.798943 0.3 -0.3 0.3 0.059
O 0.936587 1.373313 -3.919834 -1.2 1.2 0.1 -0.058
H -1.773960 2.934748 -1.433794 0.0 -0.1 -0.2 0.000
H 0.352843 2.777393 -1.612025 0.6 -0.6 1.4 0.118
O -1.060907 3.581570 -1.615230 -0.3 0.9 -1.1 -0.069
H -3.309960 1.013040 -2.072010 0.7 1.5 0.6 0.068
H -3.232767 1.377787 -0.661687 0.4 0.8 -0.3 0.044
O -3.003939 1.800202 -1.518007 -1.3 -2.1 0.0 -0.088
H -2.890598 0.535956 3.647863 0.5 -1.2 0.7 0.031
H -2.680543 -0.923763 3.345716 -0.1 -0.3 -0.4 -0.020
O -2.514276 -0.301566 4.049511 -0.2 1.6 -0.1 -0.075
H -0.386554 -0.330271 4.452647 -0.5 0.2 0.0 0.020
H 0.422849 0.908977 4.037149 -0.2 0.2 0.1 0.035
O 0.494434 -0.028297 4.209846 0.5 -0.3 0.1 -0.060
H 1.654574 -1.204102 -3.858693 0.4 0.0 -0.1 0.041
H 3.101050 -1.004037 -3.458630 0.3 -0.2 0.7 0.022
O 2.466432 -0.745190 -4.123838 -0.6 -0.2 -0.4 -0.031

(3)
63
Properties=species:S:1:pos:R:3:forces:R:3:lowdin_charge:R:1 method="wB97M-V/def2-TZVPD" e_above_lowest_kcal_mol=58.6 max_force_ev_per_a=2.73 total_charge=+1 e_lumo_ha=-0.095 total_energy_ev=-38063.624
C -2.939342 1.755924 1.432898 -0.3 -0.9 -0.8 -0.082
C -2.632892 0.363608 2.123512 -1.3 2.4 0.3 -0.251
C -1.164835 0.069090 2.346904 -0.7 0.9 0.7 -0.207
C -0.578343 -0.260467 0.944850 -1.2 0.2 1.0 -0.102
C 0.767188 -0.919582 1.158038 -1.6 0.1 -0.6 -0.361
N 1.285669 -1.332343 -0.200511 0.1 -0.9 0.9 0.166
H -3.301592 2.533390 2.109779 -0.1 -0.3 0.0 0.072
H -2.084152 2.185523 0.936826 0.6 0.1 -0.2 0.024
H -3.680570 1.551525 0.619646 0.3 0.6 0.8 0.086
H -3.232492 0.526769 3.050753 0.5 -1.2 -0.4 0.123
H -3.069488 -0.349550 1.427911 -0.2 -0.5 0.5 0.092
H -0.752340 0.857876 3.025542 0.3 0.1 -1.6 0.123
H -1.071221 -0.716569 3.080639 0.1 -1.1 -0.4 0.080
H -1.340983 -0.969495 0.505778 1.0 0.5 0.1 0.142
H 0.617249 -1.792300 1.812794 0.4 0.2 -0.6 0.122
H 2.213912 -1.698777 -0.069251 0.9 0.5 0.0 0.141
H 0.876284 -2.149638 -0.719893 -0.6 1.2 1.2 0.111
H 1.240357 -0.519916 -0.833292 0.7 0.0 0.3 0.109
H 0.128247 3.883926 -0.174614 -0.4 -0.3 -0.2 0.058
H -0.928915 2.876660 -0.748314 -0.2 0.1 -0.6 0.039
O 0.015158 3.066876 -0.723556 0.3 0.9 1.1 -0.088
H -1.324978 -0.444770 -4.782503 0.0 -0.1 -0.4 0.053
H 0.106528 0.051483 -4.390351 -0.4 -0.4 -0.3 0.004
O -0.845324 0.116005 -4.175087 0.0 0.3 0.9 -0.059
H 2.226508 0.390115 1.198921 -0.5 0.1 -0.2 0.095
H 1.520541 1.716520 2.694045 0.0 -0.4 0.3 0.001
O 1.597580 -0.019962 1.818544 1.5 -0.5 0.1 -0.016
H -0.096055 -1.661006 -3.030310 -0.2 0.5 0.5 0.060
H 0.778789 -2.836684 -2.852715 0.2 -0.4 0.0 0.087
O 0.495661 -2.058721 -2.362776 -0.5 -0.6 -1.7 -0.043
H -1.294666 -3.982419 -0.659886 0.6 -0.7 0.1 -0.003
H -2.246923 -5.282036 -0.858054 0.7 -0.3 0.1 0.036
O -2.162112 -4.334703 -0.818835 -1.3 1.1 -0.2 -0.042
H -1.902838 1.577551 -2.716129 0.0 -0.3 -0.4 0.028
H -2.487621 3.002406 -2.758914 -0.2 0.0 -0.1 0.067
O -1.746041 2.482716 -2.441802 -0.1 0.1 0.2 -0.035
H -0.595784 0.680297 0.330981 0.4 -1.0 0.4 0.113
H 1.401610 2.593262 3.993398 0.2 -0.2 -0.1 0.055
O 1.148142 2.517005 3.069113 -0.4 0.8 -0.2 -0.040
H -1.726666 -2.469448 4.283399 -0.6 0.1 -0.5 0.027
H -2.688134 -2.271275 3.046861 0.3 0.1 0.2 0.019
O -2.560202 -2.757600 3.868857 0.4 -0.3 0.4 -0.053
H 1.536143 -4.317042 1.586908 -0.8 0.2 0.6 0.042
H 2.486630 -4.032319 0.533423 0.0 0.2 -0.4 0.070
O 1.627004 -3.715599 0.844802 1.0 -0.7 -0.3 -0.040
H 1.365882 3.141420 -1.834818 0.6 -0.6 -1.4 0.052
H 1.061402 2.541804 -3.191562 0.7 0.3 0.4 0.076
O 1.840479 2.715969 -2.612461 -1.3 0.8 -0.3 -0.093
H 0.277289 4.137832 1.578411 0.0 -0.2 1.1 0.018
H -0.645352 5.398938 1.620702 -0.3 0.0 0.3 0.067
O 0.093269 4.988388 1.176090 0.5 0.1 -0.8 -0.023
H 2.443506 1.606875 -1.048867 -0.2 0.2 -0.3 0.036
H 0.913821 1.790439 -0.525018 1.9 -0.4 0.0 0.044
O 1.758178 1.198667 -0.520370 -1.0 0.0 0.9 -0.107
H -0.119797 -3.954988 3.815831 0.0 0.0 -0.1 0.055
H 1.341077 -3.555327 4.057615 0.0 0.1 0.1 0.062
O 0.587001 -3.384288 3.484538 -0.1 -0.2 0.1 -0.043
H 1.928565 -1.136288 -3.861734 0.6 0.3 0.2 0.000
H 2.162871 -0.370084 -5.216445 -1.1 -1.5 1.2 0.113
O 1.534388 -0.991145 -4.723547 0.9 1.3 -1.7 -0.087
H 4.054138 0.673684 -2.806485 0.3 0.0 -0.1 0.063
H 2.595256 1.022093 -2.991081 -0.2 0.4 0.1 -0.003
O 3.193337 0.269704 -2.929126 0.2 -0.4 0.0 -0.051

(4)
13
Properties=species:S:1:pos:R:3:forces:R:3:lowdin_spin:R:1 method="wB97M-V/def2-TZVPD" spin_multiplicity=3 max_force_ev_per_a=8.10 e_lumo_ha="0.023 / -0.087" s2=2.0137 total_energy_ev=-149536.459
C 0.852464 0.760526 -0.681414 -6.4 -1.0 -0.2 0.173
C -0.009867 -2.491232 1.664207 -1.1 -2.5 0.5 0.002
C -0.615093 0.822642 -0.552902 7.4 3.1 1.1 0.359
C 1.690977 1.584454 -0.000292 2.4 3.5 1.4 0.520
C -1.424000 -0.168361 -0.995318 -4.5 -4.4 -2.2 0.580
N 0.279199 -1.473224 1.254630 0.5 1.1 -0.1 0.005
F -0.975026 -1.295629 -1.584784 0.6 0.8 0.4 0.115
Br -1.412829 2.147770 0.439034 -0.2 0.6 0.4 0.067
Br -3.261968 -0.360189 -0.654522 0.5 0.1 0.0 0.121
H 1.083497 -0.129336 -1.240268 0.9 0.0 0.0 0.001
H -0.396888 -3.490021 1.936265 0.6 1.2 -0.1 0.000
H 1.400714 2.601270 0.487734 0.1 -2.3 -0.9 0.026
H 2.788821 1.491324 -0.072364 -0.8 -0.2 0.0 0.032

(5)
21
Properties=species:S:1:pos:R:3:forces:R:3:lowdin_spin:R:1 method="wB97M-V/def2-TZVPD" spin_multiplicity=3 e_above_lowest_kcal_mol=0.0 max_force_ev_per_a=4.70 total_charge=+2 e_lumo_ha="-0.416 / -0.509" s2=2.0092 total_energy_ev=-146941.449
Pt -3.766079 2.040947 0.216830 1.4 1.1 0.5 1.196
Cu -2.042710 6.258663 1.843121 0.2 0.0 -0.5 0.019
Br -1.789975 3.634936 0.857980 -1.5 -1.0 -0.4 0.754
C 0.345490 7.108289 -1.504202 -0.9 -0.5 0.5 0.000
C -1.176666 6.972226 -1.815023 2.8 0.7 -3.7 0.001
C -1.557886 5.792768 -2.808697 -0.6 0.4 0.8 0.005
F -2.787004 6.001346 -3.295636 -1.0 0.0 1.0 0.002
F -0.838944 5.640482 -3.907404 1.6 0.4 0.2 0.003
F -1.893118 6.940040 -0.706923 -1.4 -0.9 2.2 0.002
F -1.480857 8.130814 -2.433725 -0.2 0.1 -0.1 0.001
O 0.720386 6.160733 -0.464327 1.2 -1.7 -0.8 0.006
C 1.797056 5.216489 -0.783072 -0.3 1.9 0.3 0.000
C 1.983783 4.256279 0.443549 -2.2 -1.2 0.0 0.001
F 2.979522 3.399059 0.296375 0.9 0.6 -0.3 0.001
F 1.994261 4.852192 1.645799 1.0 1.3 0.2 0.001
F 1.493601 4.508642 -1.907512 0.0 0.4 1.1 0.000
F 2.920332 5.912851 -1.029446 -0.6 -0.5 0.1 0.000
H 0.437564 8.117078 -1.101756 0.3 -0.1 0.1 0.000
H 0.897801 7.032930 -2.440882 0.2 -0.2 0.2 0.000
H -1.473626 4.895884 -2.195023 -0.3 -0.6 -0.1 0.006
H 1.099625 3.636176 0.591331 -0.5 -0.2 -1.1 0.001

(6)
11
Properties=species:S:1:pos:R:3:forces:R:3:lowdin_charge:R:1 method="wB97M-V/def2-TZVPD" e_above_lowest_kcal_mol=84.9 max_force_ev_per_a=5.08 smiles="C#C/C=C(/Cl)CF" e_lumo_ha=0.012 total_energy_ev=-20485.028
C -2.278041 -0.795650 -0.057604 0.1 1.5 -0.9 0.062
C -1.080496 -1.132468 0.018637 -4.1 0.1 -0.5 -0.187
C 0.340644 -1.352233 -0.035616 -0.3 -0.1 1.2 -0.157
C 1.053557 -0.225792 0.150456 0.7 0.7 -0.7 -0.646
Cl 2.761425 -0.318505 -0.152511 0.5 -0.1 0.4 0.653
C 0.638822 1.290735 0.184204 -2.3 -0.2 -0.2 -0.125
F -0.751556 1.288574 -0.306627 2.5 1.3 0.4 -0.156
H -3.312916 -0.056535 -0.341618 3.8 -3.1 1.2 0.150
H 0.801978 -2.407998 -0.075938 -0.8 2.1 -0.2 0.141
H 1.299141 1.812672 -0.583457 -1.0 -0.5 1.2 0.108
H 0.527437 1.897198 1.200075 0.8 -1.8 -2.0 0.158

(7)
17
Properties=species:S:1:pos:R:3:forces:R:3:lowdin_charge:R:1 method="wB97M-V/def2-TZVPD" e_above_lowest_kcal_mol=5.0 max_force_ev_per_a=3.73 total_charge=+1 e_lumo_ha="-0.165 / -0.165" total_energy_ev=-36471.885
C -0.484602 -0.707590 0.173979 -0.6 -0.7 -0.5 0.102
C -0.938482 -1.260892 -0.987135 0.5 0.5 0.6 -0.117
C 0.036230 0.644403 -1.499416 0.0 -0.1 0.2 -0.666
C 1.626234 1.243861 2.834779 1.1 -0.1 3.2 0.015
C 0.816277 1.286333 0.775998 -0.9 2.1 -2.9 -0.749
N 0.122916 0.488486 -0.151295 -0.2 -0.5 -0.7 -0.036
N -0.620304 -0.411322 -2.007735 0.0 0.1 0.1 0.179
N -1.594717 -2.529799 -1.252444 0.4 0.8 0.2 -0.349
O -1.849327 -3.208750 -0.301131 -0.2 -0.4 0.5 0.160
O -1.796683 -2.752232 -2.417411 -0.2 -0.3 -0.7 0.135
O 1.143476 0.658822 1.841652 0.2 -0.4 -0.1 -0.029
Cl 0.652763 1.901046 -2.424204 -0.1 -0.4 0.0 0.818
I 0.621710 3.389452 0.648942 0.0 -0.9 0.4 1.040
H -0.562276 -1.079027 1.177517 0.0 0.0 0.1 0.159
H 1.691344 2.313756 2.938215 -0.1 0.1 -0.4 0.037
H 1.986083 0.610370 3.632377 -0.1 -0.1 -0.1 0.112
H -0.850643 -0.586917 -2.982687 0.1 0.1 0.1 0.192